(1)
A molecular structure, C38H22F9N2O6PTi, computed with ωB97M-V/def2-TZVPD.

Geometry as XYZ:
```
79
Properties=species:S:1:pos:R:3:mulliken_charge:R:1
Ti -0.040 0.376 -0.217 -0.13
O 2.684 2.151 -2.782 -0.55
C 1.799 1.889 -1.812 0.71
O 1.723 0.717 -1.315 -0.15
C 0.988 2.924 -1.298 -0.12
C 1.111 4.326 -1.424 -0.99
C 0.486 5.123 -0.500 -0.27
C -0.184 4.549 0.618 -0.86
C -0.319 3.191 0.643 0.16
N 0.115 2.425 -0.363 0.49
C -0.694 2.324 1.823 0.51
O -1.213 2.720 2.835 -0.68
O -0.306 1.071 1.604 -0.01
H 3.124 1.319 -2.999 0.34
H 1.735 4.745 -2.200 0.50
H 0.583 6.198 -0.567 0.43
H -0.527 5.146 1.450 0.52
O -2.317 -0.344 -3.549 -0.70
C -1.904 -0.191 -2.422 0.58
O -0.671 -0.002 -2.068 -0.48
C -2.855 -0.288 -1.244 0.67
C -4.221 -0.463 -1.520 -1.24
C -5.073 -0.617 -0.473 -0.75
C -4.560 -0.596 0.841 1.25
C -5.418 -0.766 1.953 -0.84
C -4.922 -0.734 3.222 -0.94
C -3.542 -0.530 3.419 -1.11
C -2.686 -0.376 2.365 -0.37
C -3.170 -0.401 1.037 -0.30
N -2.316 -0.247 -0.042 0.81
H -4.529 -0.479 -2.555 0.59
H -6.136 -0.759 -0.623 0.43
H -6.475 -0.914 1.766 0.41
H -5.577 -0.854 4.074 0.43
H -3.149 -0.479 4.426 0.65
H -1.642 -0.187 2.539 0.71
F -0.291 -7.687 -2.996 -0.26
C -1.330 -6.935 -2.589 0.76
F -2.108 -7.732 -1.830 -0.26
F -2.037 -6.604 -3.677 -0.28
C -0.867 -5.732 -1.813 0.39
C -1.161 -4.451 -2.237 -0.80
C -0.721 -3.367 -1.486 -0.70
C 0.009 -3.566 -0.322 -0.26
C 0.321 -4.867 0.081 -0.07
C -0.121 -5.946 -0.657 -1.27
P 0.586 -2.123 0.628 2.12
C -0.016 -2.408 2.320 0.81
C -0.992 -3.348 2.628 -0.81
C -1.493 -3.438 3.919 -1.05
C -1.021 -2.584 4.900 0.22
C -0.045 -1.639 4.605 -0.94
C 0.452 -1.550 3.318 -1.14
C -1.553 -2.685 6.303 0.83
F -0.792 -3.494 7.064 -0.28
F -1.583 -1.488 6.912 -0.27
F -2.803 -3.179 6.331 -0.27
C 2.377 -2.463 0.737 0.82
C 3.143 -2.070 -0.357 -0.59
C 4.498 -2.361 -0.407 -1.02
C 5.090 -3.035 0.649 0.33
C 4.339 -3.415 1.753 -1.28
C 2.984 -3.133 1.796 -0.13
C 6.556 -3.367 0.631 0.80
F 6.761 -4.690 0.772 -0.26
F 7.211 -2.765 1.641 -0.26
F 7.151 -2.991 -0.511 -0.28
H -1.723 -4.286 -3.146 0.55
H -0.922 -2.365 -1.831 0.59
H 0.912 -5.034 0.973 0.50
H 0.116 -6.955 -0.345 0.40
H -1.387 -4.002 1.863 0.51
H -2.263 -4.161 4.152 0.47
H 0.305 -0.959 5.370 0.47
H 1.181 -0.783 3.087 0.57
H 2.684 -1.523 -1.171 0.30
H 5.089 -2.062 -1.261 0.48
H 4.811 -3.937 2.576 0.41
H 2.405 -3.438 2.659 0.41
```

Values from the calculation:
E_HOMO (spin up / spin down): -6.420 / -9.252 eV
relative energy (zero: lowest compared OMol25 entry of this formula, charge and spin): 61.08 kJ/mol
strongest force on any atom: 0.69 eV Å⁻¹
LUMO level (spin up / spin down): -0.6 / -0.7 eV
multiplicity: 3



(2)
A molecular structure, C9H15CuO12P2S2, computed with ωB97M-V/def2-TZVPD.

Geometry as XYZ:
```
41
Properties=species:S:1:pos:R:3:mulliken_charge:R:1
Cu -0.181 0.035 0.456 1.46
C -1.333 -0.616 4.942 -1.94
C -1.086 0.374 3.821 1.03
O -1.441 1.690 4.279 -0.66
P 0.683 0.593 3.372 0.78
O 1.393 0.909 4.772 -0.57
O 1.397 -0.752 2.978 -0.52
O 0.740 1.689 2.385 -0.71
P -2.115 -0.099 2.353 1.13
O -1.993 1.246 1.401 -0.71
O -3.510 -0.390 2.712 -0.78
O -1.257 -1.103 1.582 -0.66
H -0.688 -0.399 5.794 0.45
H -1.135 -1.630 4.594 0.40
H -2.377 -0.555 5.246 0.39
H -1.254 2.289 3.542 0.42
H 1.279 1.840 4.995 0.36
H 1.640 -0.748 2.028 0.51
H -2.758 1.825 1.496 0.30
O 1.544 -0.601 -2.246 -0.62
S 1.767 0.279 -1.120 1.23
O 2.942 1.098 -1.187 -0.68
O 0.493 1.158 -0.901 -0.67
O 1.705 -0.540 0.191 -0.79
C -1.179 -1.510 -3.299 -1.15
S -1.071 -1.913 -1.556 0.97
O -0.695 -3.345 -1.459 -0.79
C -2.828 -1.812 -1.200 0.28
C -3.497 -2.965 -0.833 -0.50
C -4.834 -2.883 -0.464 -0.50
C -5.484 -1.659 -0.459 -0.40
C -4.799 -0.506 -0.822 -0.64
C -3.466 -0.579 -1.187 -0.46
H -1.894 -2.181 -3.773 0.40
H -0.173 -1.634 -3.693 0.41
H -1.478 -0.467 -3.398 0.34
H -2.952 -3.900 -0.827 0.44
H -5.362 -3.778 -0.160 0.36
H -6.519 -1.596 -0.147 0.37
H -5.302 0.453 -0.799 0.37
H -2.917 0.324 -1.436 0.33
```

Values from the calculation:
E_HOMO (spin up / spin down): -6.170 / -6.153 eV
total charge: -1
relative energy (zero: lowest compared OMol25 entry of this formula, charge and spin): 48.33 kJ/mol
strongest force on any atom: 0.71 eV Å⁻¹
LUMO level (spin up / spin down): 2.6 / 1.6 eV
multiplicity: 2



(3)
A gas-phase ion, C7H7Br2O4 (charge -1) at a distorted geometry, computed with ωB97M-V/def2-TZVPD.

Geometry as XYZ:
```
20
Properties=species:S:1:pos:R:3:mulliken_charge:R:1
O 2.720 1.923 -0.311 -0.68
C 2.235 1.119 0.461 0.52
O 2.689 0.463 1.430 -0.79
C 0.710 0.820 0.108 -0.03
Br -0.232 2.378 -0.462 -0.08
C -0.188 0.113 1.519 0.05
O 0.680 -0.898 2.050 -0.55
C -1.452 -0.531 1.046 -0.79
C -1.820 -0.867 -0.187 -0.69
C -0.919 -0.658 -1.401 0.23
O -1.349 0.213 -2.409 -0.56
C 0.502 -0.174 -1.021 -0.90
Br 1.741 -1.757 -0.698 -0.15
H -0.235 1.065 2.045 0.39
H 1.556 -0.510 2.069 0.51
H -2.013 -0.704 1.842 0.58
H -2.714 -1.305 -0.462 0.56
H -0.960 -1.747 -1.715 0.32
H -1.989 0.885 -2.062 0.39
H 1.038 0.173 -1.842 0.68
```

Values from the calculation:
E_HOMO: -4.998 eV
total charge: -1
relative energy (zero: lowest compared OMol25 entry of this formula, charge and spin): 26.05 kJ/mol
SMILES: O=C([O-])[C@]1(Br)[C@H](O)C=C[C@@H](O)[C@@H]1Br
strongest force on any atom: 5.44 eV Å⁻¹
LUMO level: 3.0 eV



(4)
A molecular structure, C62H124F24N6O18P3S8 at a distorted geometry, computed with ωB97M-V/def2-TZVPD.

Geometry as XYZ:
```
245
Properties=species:S:1:pos:R:3:mulliken_charge:R:1
C -2.077 -1.764 -0.683 -1.11
C -0.797 -1.096 -0.898 0.98
O -0.084 -0.404 -0.214 -0.44
N -0.124 -1.673 -2.286 1.59
H 0.381 -2.600 -2.103 0.10
H -0.852 -1.948 -2.937 -0.36
C 0.661 -0.546 -2.906 -1.02
H -2.754 -1.386 0.128 0.64
H -2.009 -2.834 -0.442 0.05
H -2.654 -1.788 -1.592 0.20
H 0.855 -0.841 -3.943 0.57
H 1.633 -0.518 -2.363 0.26
H 0.067 0.366 -2.950 0.22
C -3.165 -4.543 -5.359 -0.05
C -3.198 -4.128 -6.815 0.28
O -3.764 -4.634 -7.736 -0.54
N -2.241 -2.921 -7.201 0.71
H -2.348 -2.181 -6.517 0.07
H -1.235 -3.140 -7.255 0.45
C -2.659 -2.310 -8.513 -0.93
H -2.808 -3.656 -4.831 -0.39
H -2.455 -5.395 -5.199 0.38
H -4.111 -4.796 -4.999 0.56
H -3.631 -1.890 -8.363 0.33
H -2.843 -2.964 -9.358 0.33
H -1.968 -1.569 -8.760 0.42
C -6.305 -6.509 5.051 -1.13
C -5.342 -6.206 6.159 -0.62
C -3.915 -6.584 5.746 -0.58
C -3.143 -5.384 5.027 -0.72
P -1.593 -5.771 4.236 0.61
C -0.979 -4.392 3.214 0.00
C 0.314 -4.571 2.425 -0.72
C 0.711 -3.228 1.814 0.72
C 1.262 -2.236 2.776 -0.69
C -0.418 -6.196 5.507 -1.03
C -0.422 -5.179 6.689 -0.67
C 0.909 -5.086 7.418 -0.70
C 1.836 -4.090 6.735 -0.77
C -1.708 -7.361 3.265 -1.98
C -2.591 -7.480 2.022 0.83
C -2.596 -8.921 1.635 -0.60
C -1.180 -9.526 1.369 -1.15
H -6.144 -7.507 4.733 0.35
H -6.134 -5.815 4.225 0.15
H -7.344 -6.580 5.351 0.44
H -5.579 -6.823 7.115 0.34
H -5.434 -5.183 6.584 0.30
H -3.985 -7.494 5.150 0.37
H -3.359 -6.772 6.655 0.30
H -3.022 -4.493 5.678 0.64
H -3.876 -5.060 4.336 0.22
H -1.060 -3.496 3.940 0.61
H -1.864 -4.344 2.533 -0.19
H 0.117 -5.210 1.569 0.29
H 1.175 -4.949 2.954 0.60
H -0.195 -2.843 1.334 -0.75
H 1.469 -3.438 1.029 0.43
H 1.472 -1.300 2.286 0.07
H 2.239 -2.545 3.332 0.13
H 0.491 -2.019 3.563 0.10
H 0.495 -6.167 4.939 0.66
H -0.572 -7.209 5.854 0.68
H -1.268 -5.418 7.317 0.44
H -0.611 -4.147 6.281 0.29
H 1.279 -6.105 7.550 0.37
H 0.695 -4.782 8.507 0.34
H 1.693 -4.089 5.672 -0.03
H 2.923 -4.201 6.976 0.36
H 1.546 -3.056 6.971 0.31
H -1.982 -8.115 4.056 0.60
H -0.643 -7.629 3.001 0.74
H -2.251 -6.757 1.221 -0.39
H -3.542 -7.031 2.257 0.00
H -3.212 -9.054 0.746 0.41
H -3.127 -9.644 2.385 0.30
H -0.689 -9.050 0.542 0.24
H -1.160 -10.606 1.125 0.43
H -0.574 -9.506 2.305 0.27
C 3.890 -0.339 0.457 0.21
C 4.797 -0.923 1.496 -0.76
C 4.740 -0.338 2.906 -0.91
C 4.499 1.192 2.978 -0.39
P 5.759 2.486 2.554 1.16
C 5.162 4.174 3.078 -1.74
C 3.675 4.513 2.981 -0.24
C 3.185 5.081 4.297 -0.97
C 3.414 4.136 5.501 -0.89
C 7.291 2.290 3.627 -1.25
C 8.130 1.049 3.370 0.01
C 9.437 1.160 4.136 -0.61
C 10.272 -0.187 4.042 -1.25
C 6.355 2.406 0.836 -0.18
C 6.828 3.786 0.383 -1.04
C 7.312 3.868 -1.061 -0.37
C 8.737 3.451 -1.163 -1.42
H 4.115 0.719 0.215 -0.46
H 2.904 -0.419 0.855 -0.17
H 4.018 -0.896 -0.483 0.41
H 5.917 -0.854 1.201 0.23
H 4.604 -1.948 1.614 0.76
H 5.522 -0.684 3.531 0.49
H 3.786 -0.705 3.408 0.17
H 4.111 1.374 4.013 0.15
H 3.597 1.335 2.301 -0.11
H 5.770 4.855 2.481 0.68
H 5.527 4.215 4.047 1.29
H 3.159 3.636 2.740 -0.01
H 3.467 5.139 2.098 0.24
H 2.151 5.363 4.186 0.48
H 3.757 5.985 4.572 0.33
H 3.301 3.112 5.124 0.07
H 2.738 4.341 6.355 0.38
H 4.420 4.250 5.917 0.33
H 6.867 2.181 4.594 0.75
H 7.834 3.223 3.411 0.47
H 8.345 1.003 2.301 0.18
H 7.534 0.167 3.666 0.02
H 9.097 1.463 5.161 0.38
H 10.116 1.986 3.847 0.38
H 11.098 -0.196 4.808 0.35
H 10.791 -0.201 3.079 0.34
H 9.683 -1.093 4.072 0.35
H 5.599 1.951 0.152 -0.32
H 7.197 1.801 0.835 1.24
H 7.544 4.090 1.138 0.60
H 5.959 4.449 0.472 0.10
H 7.186 4.875 -1.450 0.48
H 6.719 3.238 -1.715 0.04
H 8.838 2.448 -0.770 0.28
H 9.320 4.154 -0.491 0.28
H 9.100 3.580 -2.160 0.46
C -7.436 6.430 0.553 -1.51
C -6.308 7.158 -0.152 -0.78
C -4.963 6.480 -0.265 -0.16
C -4.073 7.081 -1.370 -1.12
P -2.316 6.702 -1.133 0.24
C -1.417 6.926 -2.646 -0.61
C 0.029 6.418 -2.699 -0.13
C 0.918 6.942 -3.780 -0.44
C 1.280 8.442 -3.641 -1.30
C -1.773 7.922 0.106 -0.95
C -1.940 9.426 -0.390 -0.44
C -1.852 10.395 0.670 -0.71
C -2.009 11.836 0.070 -1.28
C -2.146 5.122 -0.346 -0.63
C -2.919 3.959 -0.982 -0.47
C -2.985 2.686 -0.178 -0.46
C -4.043 1.662 -0.645 -1.04
H -7.848 5.692 -0.118 0.37
H -8.258 7.101 0.688 0.42
H -7.157 5.846 1.366 0.40
H -6.089 8.159 0.371 0.34
H -6.596 7.489 -1.128 0.47
H -4.990 5.398 -0.460 0.01
H -4.479 6.624 0.680 0.40
H -4.072 8.170 -1.362 0.65
H -4.272 6.626 -2.362 0.63
H -1.526 8.001 -2.931 0.59
H -1.962 6.387 -3.479 0.60
H 0.009 5.329 -2.718 -0.07
H 0.507 6.607 -1.742 0.19
H 0.694 6.622 -4.813 0.47
H 1.918 6.503 -3.526 0.02
H 1.166 8.798 -2.589 0.22
H 0.574 9.111 -4.146 0.32
H 2.313 8.564 -3.972 0.45
H -0.767 7.740 0.446 0.92
H -2.373 7.767 1.061 0.54
H -2.936 9.641 -0.817 0.21
H -1.218 9.560 -1.173 0.27
H -0.867 10.341 1.225 0.35
H -2.580 10.277 1.417 0.44
H -1.408 11.980 -0.854 0.29
H -1.659 12.458 0.881 0.41
H -3.029 11.999 -0.200 0.36
H -2.443 5.237 0.646 0.89
H -1.135 4.857 -0.439 -0.39
H -2.556 3.683 -1.979 0.22
H -3.948 4.282 -1.162 0.38
H -3.214 2.973 0.826 0.66
H -2.029 2.182 -0.054 0.12
H -4.576 1.197 0.160 0.31
H -3.631 0.894 -1.232 -0.17
H -4.760 2.193 -1.246 0.48
C 2.607 -4.253 -6.466 0.40
F 2.678 -2.946 -7.104 -0.27
F 2.671 -5.178 -7.389 -0.18
F 3.693 -4.362 -5.738 -0.17
S 0.971 -4.203 -5.536 1.21
O 1.046 -2.879 -4.929 -0.62
O -0.040 -4.464 -6.519 -0.83
N 1.086 -5.368 -4.542 -0.69
S 1.278 -5.307 -2.981 1.07
O 0.590 -4.301 -2.196 -0.80
O 1.215 -6.659 -2.545 -0.70
C 3.059 -4.833 -2.766 0.52
F 3.334 -3.683 -3.363 -0.18
F 3.377 -4.811 -1.469 -0.24
F 3.899 -5.723 -3.270 -0.23
C -3.067 -6.855 -1.877 0.44
F -3.884 -7.683 -1.152 -0.22
F -1.829 -6.911 -1.420 -0.09
F -3.080 -7.226 -3.196 -0.19
S -3.777 -5.170 -1.752 0.60
O -2.717 -4.342 -2.266 -0.03
O -5.035 -5.076 -2.419 -0.70
N -3.726 -5.213 -0.178 0.16
S -4.444 -4.226 0.797 0.13
O -3.879 -4.375 2.155 -0.73
O -4.449 -2.841 0.325 -0.54
C -6.190 -4.900 1.099 0.55
F -6.852 -4.105 1.910 -0.18
F -6.773 -4.994 -0.122 -0.18
F -6.081 -6.166 1.573 -0.18
C -3.380 1.723 -5.128 0.42
F -2.113 2.243 -5.323 -0.20
F -4.029 2.330 -4.084 -0.18
F -4.050 1.945 -6.274 -0.21
S -3.264 -0.080 -4.612 1.56
O -2.490 -0.766 -5.566 -1.33
O -2.650 -0.024 -3.320 -0.88
N -4.818 -0.367 -4.631 -0.37
S -5.582 -1.215 -5.845 0.67
O -6.448 -0.419 -6.619 -0.64
O -4.817 -2.243 -6.492 -0.50
C -6.570 -2.295 -4.583 0.63
F -7.652 -1.766 -4.057 -0.24
F -6.878 -3.476 -5.078 -0.21
F -5.763 -2.506 -3.521 -0.17
C 1.369 3.018 -0.392 0.36
F 0.988 3.252 0.905 -0.25
F 1.652 1.720 -0.380 0.10
F 0.322 3.181 -1.188 -0.02
S 2.767 4.168 -0.760 0.57
O 2.272 5.513 -0.512 -0.64
O 3.856 3.716 0.121 -0.33
N 3.067 3.995 -2.308 -0.39
S 3.957 2.938 -3.038 0.97
O 5.075 3.567 -3.690 -0.64
O 4.044 1.677 -2.270 -0.55
C 2.894 2.552 -4.514 0.35
F 1.772 1.907 -4.145 -0.13
F 2.540 3.694 -5.071 -0.19
F 3.597 1.777 -5.335 -0.20
```

Values from the calculation:
E_HOMO: -11.490 eV
total charge: +1
strongest force on any atom: 3.96 eV Å⁻¹
LUMO level: -1.6 eV